{"formula": "CH4NOP", "method": "ωB97M-V/def2-TZVPD", "species": ["C", "N", "O", "P", "H", "H", "H", "H"], "positions_angstrom": [[-1.406, -0.150, 0.502], [1.887, 0.274, -0.051], [-1.377, -1.189, -0.435], [-1.074, 0.161, -1.217], [-2.273, 0.341, 0.845], [-0.428, 0.020, 1.123], [2.402, -0.613, -0.213], [2.269, 1.155, -0.555]], "forces_ev_per_angstrom": [[3.8, 2.2, 1.3], [-0.2, 1.4, -0.2], [-1.0, -2.8, 0.9], [1.1, 1.9, -1.6], [-1.4, -0.5, 0.6], [-2.1, -0.8, -1.0], [0.1, 1.1, -0.6], [-0.3, -2.4, 0.7]], "lowdin_charge": [-0.4779, 0.0110, -0.4566, 0.8502, 0.0298, 0.0747, -0.0311, -0.0001], "relative_energy_kcal_mol": 114.9, "homo_energy_ev": [-10.0, -7.6], "orbital_gap_ev": [9.8, 6.9], "total_energy_ev": -13923.550, "charge": 0, "multiplicity": 1}